Computed, not measured: a structure of composition C18H32Br12NO2, with ωB97M-V/def2-TZVPD.

Geometry (Å):
C -0.6219 -0.0111 2.6114
C -0.4903 0.3330 1.1211
C 0.8668 -0.2534 0.6618
C 1.5700 0.3552 -0.5525
C 3.0837 0.2378 -0.4307
C 3.8509 0.7873 -1.6319
O 4.9421 1.6191 -1.2579
C -0.5164 1.8649 0.9997
C -1.1150 2.4833 -0.2844
C -0.1794 3.5573 -0.8769
C -2.4662 3.1274 0.0431
N -1.3156 1.4443 -1.3396
O -1.6089 1.9151 -2.4874
C -1.9703 0.1390 -1.0391
C -1.4035 -0.8838 -2.0284
C -3.4786 0.2194 -1.2784
C -1.6833 -0.3064 0.4032
H 0.1338 0.5288 3.1877
H -1.6074 0.2594 2.9940
H -0.4620 -1.0779 2.7803
H 0.7021 -1.3192 0.4626
H 1.5538 -0.2194 1.5134
H 1.2457 -0.1338 -1.4723
H 1.3269 1.4152 -0.6652
H 3.3718 -0.7927 -0.2129
H 3.3940 0.8166 0.4474
H 4.2993 -0.0185 -2.2124
H 3.1653 1.3420 -2.2828
H 4.5723 2.4566 -0.9579
H -1.0936 2.2549 1.8418
H 0.5033 2.2253 1.1468
H 0.2412 3.2249 -1.8230
H 0.6276 3.7947 -0.1833
H -0.7171 4.4823 -1.0826
H -3.1144 2.4562 0.6068
H -2.9658 3.4478 -0.8708
H -2.2832 4.0057 0.6655
H -0.3747 -1.1433 -1.7875
H -1.9973 -1.7980 -1.9719
H -1.4562 -0.4951 -3.0437
H -3.6915 0.4718 -2.3157
H -3.9624 0.9486 -0.6312
H -3.9107 -0.7587 -1.0563
H -1.5232 -1.3870 0.3681
H -2.5775 -0.1527 1.0121
C 4.4093 6.0261 -0.9961
Br 3.3806 7.0991 -2.2076
Br 5.1650 7.0733 0.4219
Br 3.3604 4.5653 -0.3015
H 5.2262 5.5917 -1.5543
C -2.7984 -3.9824 2.4056
Br -2.3144 -4.3243 0.5773
Br -1.2521 -3.9137 3.5445
Br -3.8814 -2.4016 2.5528
H -3.4023 -4.8165 2.7343
C 5.1713 -3.2423 1.5789
Br 5.7534 -3.6759 -0.1999
Br 5.9896 -1.6246 2.2110
Br 3.2550 -3.1347 1.6750
H 5.4854 -4.0456 2.2289
C -4.7422 -7.3368 -0.3409
Br -5.4357 -6.6492 1.3202
Br -5.6781 -8.9189 -0.8882
Br -4.7527 -5.9912 -1.7080
H -3.7119 -7.6109 -0.1645

Cartesian forces, eV/Å:
0.1 0.0 -0.1
0.1 0.0 0.1
-0.2 -0.2 -0.2
0.1 0.0 -0.1
0.1 0.1 0.3
0.1 0.0 0.0
0.1 0.1 0.0
-0.1 -0.1 0.1
0.3 -0.1 0.0
-0.1 0.0 0.0
0.0 0.1 0.1
-0.7 0.2 0.2
0.3 0.0 -0.2
0.3 -0.2 -0.1
0.0 0.0 0.0
-0.1 0.0 0.0
0.0 0.1 -0.1
0.0 0.0 0.0
0.0 0.0 0.0
-0.1 0.0 0.0
0.1 0.0 0.1
0.0 0.2 0.0
0.0 0.1 0.0
0.0 -0.1 0.0
0.0 0.0 -0.1
0.1 0.0 0.0
-0.1 0.0 -0.1
0.0 0.0 -0.1
0.1 0.0 0.0
0.0 0.0 0.0
0.0 0.0 0.0
0.1 0.0 0.0
-0.1 0.0 0.0
0.0 0.0 0.0
0.0 0.0 0.0
0.0 0.0 0.0
0.0 0.0 0.0
0.0 0.0 -0.1
0.0 0.0 0.0
0.0 0.0 0.0
0.0 0.0 0.0
0.0 0.0 0.0
0.0 0.0 0.0
-0.1 0.0 0.2
0.0 0.1 0.0
0.0 0.0 0.0
0.0 0.0 0.0
0.0 0.0 0.0
0.0 0.1 0.1
0.0 0.0 0.0
0.0 0.0 0.0
0.1 0.0 0.0
0.0 0.0 0.0
0.0 0.0 0.1
0.0 0.0 0.0
0.0 0.0 0.0
0.0 0.0 0.0
0.0 0.0 0.0
-0.1 -0.1 0.1
0.0 0.0 0.0
0.1 0.1 0.0
0.0 0.0 0.1
0.0 0.0 0.0
-0.1 0.0 -0.1
0.0 0.0 0.0

The calculated total energy is -31798.344460 a.u. The calculation puts the orbital gap (alpha / beta) at 7.763 / 9.111 eV. The LUMO energy (alpha / beta) comes out at -0.19 / -0.19 eV. Its spin multiplicity is 2. The charge is 0.

These are the Löwdin partial charges, in e, on atoms 1 to 4: -0.05 -0.46 -0.15 -0.19



Computed, not measured: a structure of composition C18H32Cl4NbO2 at a distorted geometry, with ωB97M-V/def2-TZVPD.

Geometry (Å):
C 6.6001 -2.5587 -2.6450
C 5.7507 -1.2045 -2.1539
C 6.3162 0.3027 -2.4679
C 5.4828 1.6350 -1.9617
C 4.0757 1.5136 -1.1212
C 3.3672 2.9192 -0.6409
C 2.1431 3.4264 -1.6107
C 2.9582 2.8990 0.9807
C 3.4690 -0.0062 -0.7984
O 2.1924 -0.0501 -0.0686
C 1.8956 -1.3886 0.4648
Nb 0.2901 -1.3271 2.0798
C -1.0956 -0.0917 0.7525
C -2.6134 -1.0203 0.6319
C -3.5266 -0.6933 -0.8080
O -3.9278 -0.1768 0.7010
C 4.3191 -1.3136 -1.3412
H 5.9259 -3.2051 -3.3760
H 7.6271 -2.2308 -3.1575
H 6.8927 -3.2545 -1.7340
H 7.3077 0.4636 -3.0695
H 5.9436 2.6868 -2.2146
H 4.2143 3.7568 -0.7175
H 1.0621 3.1715 -1.2029
H 2.2444 3.0849 -2.7296
H 2.2046 4.6176 -1.6329
H 3.5713 3.7251 1.5540
H 1.7820 3.0623 1.1032
H 3.3070 1.8487 1.4100
H 1.4981 -2.1211 -0.3890
H 2.8402 -1.9342 0.9418
H -0.5123 -2.8306 1.4487
H 1.2801 -2.3206 3.2219
H 1.0700 0.2323 2.6838
H -0.9425 -1.1502 3.4317
H -1.4943 0.8739 1.2826
H -0.7283 0.0661 -0.3478
H -2.6071 -2.1992 1.0608
H -4.3478 -1.5156 -0.9958
H -3.5564 0.4200 -1.1690
H 3.9144 -2.4215 -1.1602
Cl -4.1267 -4.7747 2.9700
C -5.3070 -3.9222 1.9435
C -5.8113 -4.7930 0.8039
Cl -4.5452 -5.1179 -0.4059
H -4.8360 -3.0064 1.5732
H -6.1415 -3.6374 2.5912
H -6.6264 -4.2843 0.2800
H -6.1883 -5.7543 1.1673
Cl -5.0864 3.1608 -1.4206
C -5.5454 3.0295 0.2956
C -5.3070 4.3251 1.0545
Cl -3.5730 4.6884 1.2375
H -4.9866 2.1968 0.7338
H -6.6093 2.7750 0.3196
H -5.7220 4.2465 2.0639
H -5.7816 5.1770 0.5571

Cartesian forces, eV/Å:
-0.4 0.5 0.4
-1.6 3.6 1.0
-3.5 -0.6 2.0
-1.5 -3.9 0.9
2.2 -2.2 -1.4
0.7 0.1 0.2
-0.2 1.0 0.0
0.2 -0.6 -0.5
2.4 0.9 -1.7
4.2 -1.3 -2.0
0.7 -1.3 -0.3
0.0 0.5 -1.2
-3.4 -0.7 -0.2
-1.2 2.0 -2.7
-1.2 0.7 5.5
3.2 -3.2 -0.9
1.2 2.2 -0.6
1.5 1.5 1.4
-2.5 -0.6 1.0
-0.8 1.6 -1.7
-2.1 -0.4 1.3
-1.2 -2.3 0.7
-1.7 -2.0 -0.1
2.4 0.2 -0.8
-0.1 0.4 2.3
-0.2 -2.5 0.1
-1.4 -1.5 -1.2
2.7 -0.5 -0.1
-1.1 2.3 -0.8
0.8 1.5 1.5
-1.6 1.3 -1.1
-0.2 -0.7 -0.2
0.0 -0.3 0.5
0.1 0.1 0.2
0.1 0.4 0.2
0.9 -1.5 -1.3
-0.8 -0.1 2.1
-0.4 3.5 -1.3
1.8 1.9 -0.4
0.6 -2.8 -0.5
0.9 2.9 -0.3
0.0 0.0 -0.1
-0.2 0.1 -0.1
-0.2 0.1 0.2
0.0 0.0 0.0
0.0 -0.2 0.0
0.1 -0.1 -0.1
0.2 0.0 0.1
0.2 0.2 0.0
0.0 0.0 0.0
-0.1 -0.1 0.4
-0.3 -0.1 0.0
0.0 0.0 0.0
0.0 0.1 -0.1
0.1 0.1 0.0
0.1 -0.1 -0.2
0.2 -0.2 0.0

The calculated total energy is -2752.516929 a.u. The calculation puts the orbital gap at 7.378 eV. The LUMO energy comes out at 2.25 eV. Its spin multiplicity is 1. The charge is -1.

These are the Löwdin partial charges, in e, on atoms 1 to 4: -0.14 -0.20 -0.07 -0.04